# 1
ORCA calculation (wB97M-V/def2-TZVPD) on a cluster of 2 separate species, C3H9N2O in total.

* Kohn-Sham gap: 8.731 eV
* charge: +1
* relative energy (zero: lowest compared OMol25 entry of this formula, charge and spin): 174.53 kJ/mol
* lowest unoccupied orbital energy: -0.1965 hartree
* HOMO energy: -14.08 eV

Geometry (Å):
C  1.05  0.75  1.55
N  0.82  0.94  0.19
C  1.61  0.13  -0.77
O  1.46  -0.28  2.00
H  0.73  1.59  2.17
H  0.77  1.91  -0.07
H  2.66  0.45  -0.78
H  1.18  0.25  -1.76
H  1.59  -0.91  -0.46
C  -2.58  -0.80  -0.56
N  -1.38  -0.82  -0.15
H  -2.94  0.11  -1.02
H  -3.22  -1.67  -0.45
H  -1.02  -1.65  0.31
H  -0.74  0.00  -0.19

---

# 2
ORCA calculation (wB97M-V/def2-TZVPD) on a cluster of 2 separate species, C5H12O in total in a non-equilibrium geometry.

* Kohn-Sham gap: 10.725 eV
* relative energy (zero: lowest compared OMol25 entry of this formula, charge and spin): 108.90 kJ/mol
* lowest unoccupied orbital energy: 0.0341 hartree
* HOMO energy: -9.80 eV
* SMILES string: C=CCCC.O

Geometry (Å):
C  -0.62  1.11  -2.03
C  -0.10  -0.09  -1.87
C  0.83  -0.52  -0.75
C  0.70  0.17  0.61
C  2.01  0.18  1.42
H  -0.45  1.89  -1.29
H  -1.22  1.37  -2.88
H  -0.26  -0.89  -2.59
H  0.75  -1.61  -0.62
H  1.84  -0.35  -1.13
H  -0.09  -0.30  1.17
H  0.30  1.18  0.43
H  1.70  0.24  2.47
H  2.52  -0.76  1.24
H  2.61  1.05  1.23
O  -2.58  -0.67  1.81
H  -2.01  0.03  1.47
H  -2.28  -1.51  1.47

---

# 3
ORCA calculation (wB97M-V/def2-TZVPD) on a structure of composition C45H34BrN4OP2Ru.

* ⟨S²⟩: 0.7973
* Kohn-Sham gap (alpha / beta): 6.533 / 6.392 eV
* relative energy (zero: lowest compared OMol25 entry of this formula, charge and spin): 21.35 kJ/mol
* lowest unoccupied orbital energy (alpha / beta): 0.0024 / -0.0266 hartree
* HOMO energy (alpha / beta): -6.47 / -7.11 eV
* multiplicity: 2

Geometry (Å):
Ru  -0.33  0.13  -0.58
C  -3.50  0.32  0.03
P  -2.01  0.84  0.99
C  -2.26  0.35  2.73
C  -1.13  0.30  3.54
C  -1.23  0.00  4.89
C  -2.48  -0.27  5.44
C  -3.61  -0.24  4.64
C  -3.50  0.08  3.29
C  -2.18  2.65  1.19
C  -3.16  3.42  0.57
C  -3.18  4.80  0.72
C  -2.22  5.44  1.49
C  -1.25  4.68  2.13
C  -1.23  3.30  1.98
C  -3.14  -0.97  -0.63
C  -3.83  -2.16  -0.77
C  -2.89  -3.11  -1.25
C  -1.68  -2.45  -1.38
C  -0.27  -2.93  -1.47
P  0.51  -1.97  -0.09
C  2.30  -2.26  -0.14
C  3.13  -1.34  0.50
C  4.50  -1.54  0.56
C  5.06  -2.67  -0.02
C  4.24  -3.59  -0.68
C  2.87  -3.38  -0.74
C  -0.07  -2.99  1.32
C  0.47  -4.24  1.65
C  -0.07  -4.99  2.68
C  -1.16  -4.50  3.40
C  -1.71  -3.28  3.07
C  -1.16  -2.53  2.04
N  -1.85  -1.13  -1.04
H  -3.69  1.11  -0.70
H  -4.40  0.22  0.64
H  -0.15  0.47  3.09
H  -0.34  -0.03  5.50
H  -2.56  -0.51  6.49
H  -4.58  -0.46  5.06
H  -4.40  0.10  2.68
H  -3.93  2.96  -0.03
H  -3.95  5.38  0.24
H  -2.23  6.51  1.61
H  -0.50  5.16  2.75
H  -0.46  2.72  2.48
H  -4.86  -2.34  -0.54
H  -3.06  -4.16  -1.44
H  0.21  -2.69  -2.42
H  -0.21  -4.01  -1.30
H  2.70  -0.46  0.96
H  5.14  -0.82  1.05
H  6.13  -2.84  0.02
H  4.67  -4.47  -1.14
H  2.25  -4.09  -1.26
H  1.32  -4.63  1.11
H  0.36  -5.95  2.93
H  -1.58  -5.09  4.21
H  -2.56  -2.89  3.62
H  -1.61  -1.58  1.76
O  -1.44  5.70  -3.13
C  -1.32  4.45  -2.66
C  -2.17  3.40  -3.01
C  -1.96  2.16  -2.46
N  -0.98  1.92  -1.59
C  -0.16  2.92  -1.31
Br  1.25  2.32  -0.18
C  -0.26  4.20  -1.78
H  -2.18  5.75  -3.75
H  -2.97  3.56  -3.72
H  -2.58  1.30  -2.72
H  0.44  4.98  -1.51
N  -0.88  -0.33  -4.46
C  -0.15  -0.24  -3.57
N  8.60  1.10  -3.40
C  7.47  0.91  -3.29
C  6.06  0.69  -3.14
C  5.56  -0.62  -3.07
C  4.22  -0.85  -2.91
C  3.30  0.24  -2.81
C  3.83  1.56  -2.91
C  5.18  1.77  -3.06
C  1.97  0.04  -2.61
C  0.70  -0.14  -2.43
H  6.25  -1.46  -3.14
H  3.84  -1.86  -2.85
H  3.15  2.40  -2.85
H  5.57  2.78  -3.13

---

# 4
ORCA calculation (wB97M-V/def2-TZVPD) on a structure of composition C11H21IN3O2P2Pd in a non-equilibrium geometry.

* ⟨S²⟩: 6.1023
* Kohn-Sham gap (alpha / beta): 7.995 / 2.921 eV
* charge: +3
* lowest unoccupied orbital energy (alpha / beta): -0.3833 / -0.5944 hartree
* HOMO energy (alpha / beta): -18.43 / -19.09 eV
* multiplicity: 5

Geometry (Å):
C  -2.92  0.42  -1.22
C  -1.44  0.31  -1.37
H  -3.34  0.60  -2.22
H  -3.19  1.26  -0.57
H  -3.36  -0.49  -0.79
O  -0.86  0.42  -2.45
I  -0.53  -0.66  2.99
Pd  -0.24  -0.06  0.32
P  -0.65  -2.34  -0.38
C  0.81  -3.08  -1.17
C  -1.01  -3.52  0.97
H  -1.29  -4.50  0.55
H  -1.86  -3.86  -1.82
H  -1.82  -3.13  1.59
H  -2.93  -2.55  -1.24
H  1.68  -2.92  -0.54
H  -0.11  -3.63  1.58
C  -1.93  -2.78  -1.62
H  0.62  -4.15  -1.30
H  -1.75  -2.23  -2.56
H  0.96  -2.61  -2.15
P  -0.11  2.30  0.40
C  1.24  3.03  -0.57
C  -1.51  3.29  -0.19
H  -0.55  2.35  2.78
H  0.02  3.95  2.14
H  1.18  2.59  2.41
C  0.16  2.86  2.11
H  -2.44  3.02  0.33
H  -1.29  4.35  0.00
H  1.20  4.12  -0.43
H  1.08  2.77  -1.63
H  -1.65  3.15  -1.27
H  2.19  2.62  -0.20
C  1.40  -0.07  -0.82
O  2.30  -0.06  -1.54
N  2.46  0.92  1.33
C  3.46  0.30  1.45
N  4.52  -0.41  1.45
C  5.34  -0.66  2.43
N  6.17  -0.96  3.22

---

# 5
ORCA calculation (wB97M-V/def2-TZVPD) on a structure of composition C25H48N3O4PdS2Si2.

* Kohn-Sham gap: 7.978 eV
* charge: +1
* relative energy (zero: lowest compared OMol25 entry of this formula, charge and spin): 59.12 kJ/mol
* lowest unoccupied orbital energy: -0.1272 hartree
* HOMO energy: -11.44 eV

Geometry (Å):
Pd  0.59  -0.27  0.60
C  4.13  0.75  5.09
C  3.24  -0.18  4.31
C  1.97  -0.50  4.81
C  1.12  -1.33  4.11
C  1.53  -1.85  2.88
C  2.80  -1.55  2.37
C  3.64  -0.72  3.10
S  0.56  -3.02  1.98
O  0.35  -4.20  2.76
O  1.09  -3.06  0.65
N  -0.91  -2.13  1.82
C  -1.78  -2.48  2.68
C  -1.71  0.83  3.78
O  -2.01  0.32  4.77
O  -1.39  1.32  2.78
H  4.20  0.44  6.13
H  3.72  1.76  5.07
H  5.13  0.78  4.67
H  1.65  -0.09  5.76
H  0.15  -1.59  4.52
H  3.11  -1.98  1.43
H  4.62  -0.49  2.71
H  -1.62  -3.28  3.40
H  -2.72  -1.94  2.71
C  0.14  3.75  0.51
Si  1.64  2.86  1.19
C  1.48  2.70  3.07
C  3.16  3.91  0.89
C  1.97  1.17  0.40
Si  2.69  1.13  -1.35
C  2.46  -0.57  -2.12
C  1.91  2.42  -2.46
C  4.54  1.42  -1.29
H  -0.11  4.58  1.18
H  -0.73  3.10  0.45
H  0.33  4.16  -0.48
H  2.23  3.33  3.55
H  1.64  1.67  3.40
H  0.50  3.02  3.42
H  3.04  4.86  1.42
H  3.34  4.14  -0.16
H  4.06  3.43  1.29
H  2.68  0.65  1.07
H  1.43  -0.74  -2.44
H  2.75  -1.38  -1.44
H  3.11  -0.65  -3.00
H  0.83  2.32  -2.55
H  2.33  2.31  -3.47
H  2.13  3.43  -2.13
H  5.03  0.61  -0.73
H  4.81  2.36  -0.82
H  4.95  1.41  -2.30
C  -1.69  -1.82  -4.51
C  -2.22  -3.17  -4.05
C  -1.47  -3.80  -2.88
C  -1.74  -3.19  -1.51
N  -1.17  -1.85  -1.37
C  -1.77  -0.71  -1.09
S  -0.79  0.72  -0.93
N  -3.09  -0.64  -0.98
C  -3.85  0.59  -0.72
C  -4.15  1.40  -1.98
C  -5.36  0.92  -2.77
C  -5.25  -0.51  -3.31
H  -2.19  -1.50  -5.43
H  -0.62  -1.86  -4.71
H  -1.85  -1.03  -3.77
H  -2.17  -3.87  -4.90
H  -3.29  -3.10  -3.80
H  -0.39  -3.78  -3.07
H  -1.74  -4.86  -2.80
H  -1.32  -3.82  -0.73
H  -2.81  -3.15  -1.33
H  -0.16  -1.78  -1.49
H  -3.63  -1.45  -1.24
H  -3.26  1.18  -0.01
H  -4.77  0.30  -0.22
H  -3.25  1.42  -2.60
H  -4.32  2.44  -1.67
H  -5.51  1.60  -3.61
H  -6.25  1.01  -2.15
H  -4.30  -0.67  -3.83
H  -6.06  -0.72  -4.01
H  -5.34  -1.25  -2.51

---

# 6
ORCA calculation (wB97M-V/def2-TZVPD) on a structure of composition C6H18KO6 in a non-equilibrium geometry.

* Kohn-Sham gap: 10.170 eV
* charge: +1
* relative energy (zero: lowest compared OMol25 entry of this formula, charge and spin): 200.20 kJ/mol
* lowest unoccupied orbital energy: -0.1062 hartree
* HOMO energy: -13.06 eV

Geometry (Å):
K  -1.18  -0.05  -0.83
C  -1.42  -3.90  2.36
C  -1.67  -2.52  1.77
O  -1.62  -2.51  0.34
O  -0.80  -3.78  3.64
H  -0.87  -4.43  1.63
H  -2.46  -4.43  2.35
H  -0.78  -1.92  2.18
H  -2.59  -2.07  2.08
H  -1.23  -3.31  -0.07
H  -1.57  -3.82  4.28
C  -0.21  4.65  -0.75
C  -0.27  3.15  -1.06
O  -1.04  2.61  -0.15
O  0.67  4.90  0.25
H  -1.14  4.99  -0.40
H  0.13  5.23  -1.69
H  0.75  2.60  -1.18
H  -0.69  2.97  -2.15
H  -0.52  2.64  0.67
H  0.24  4.84  1.10
C  1.69  -1.08  -2.18
C  2.23  -0.45  -0.91
O  1.30  -0.75  0.08
O  0.66  -0.24  -2.63
H  1.48  -2.13  -1.97
H  2.51  -1.01  -2.97
H  2.47  0.59  -0.94
H  3.24  -0.84  -0.74
H  1.68  -0.48  0.94
H  1.00  0.55  -3.07